C6H14O | ωB97M-V/def2-TZVPD

The SMILES is C/C=C(\C)CC.O. The calculation puts the LUMO energy at 0.83 eV. Its HOMO-LUMO gap is 9.57 eV. For the HOMO energy, the calculation gives -8.74 eV.

CARTESIAN COORDINATES (ANGSTROEM)
C: -1.184 -0.935 -1.247
C: 0.209 -0.435 -1.033
C: 0.567 0.518 -0.160
C: -0.409 1.258 0.740
C: 2.016 0.845 0.057
C: 2.329 2.222 -0.428
H: -1.471 -1.836 -0.679
H: -1.242 -1.164 -2.324
H: -1.904 -0.131 -1.019
H: 0.978 -1.032 -1.542
H: -0.597 2.191 0.182
H: 0.068 1.512 1.701
H: -1.377 0.770 0.945
H: 2.569 0.082 -0.524
H: 2.357 0.779 1.108
H: 3.387 2.528 -0.357
H: 1.721 2.913 0.180
H: 2.009 2.304 -1.481
O: -3.385 -3.743 2.057
H: -2.618 -4.174 1.616
H: -4.027 -4.473 2.208

***

H4N2O3Si | ωB97M-V/def2-TZVPD

The SMILES is N[Si@H](O)[N+](=O)[O-]. The calculation puts the LUMO energy at 0.29 eV. Its HOMO-LUMO gap is 10.34 eV. For the HOMO energy, the calculation gives -10.05 eV.

CARTESIAN COORDINATES (ANGSTROEM)
N: 0.416 1.425 0.757
Si: 0.586 -0.099 -0.049
O: 0.688 0.033 -1.623
N: -1.033 -1.287 0.229
O: -1.661 -1.382 1.272
O: -1.372 -1.866 -0.826
H: 0.093 1.717 1.676
H: 0.507 2.151 0.120
H: 1.859 -0.640 0.759
H: -0.082 -0.051 -2.316

***

Number 1: DFT total energy -8495.828 eV. Number 2: DFT total energy -17064.214 eV.